{"formula": "C60H151N9O20", "method": "ωB97M-V/def2-TZVPD", "species": ["C", "O", "C", "C", "N", "C", "C", "O", "C", "H", "H", "H", "H", "H", "H", "H", "H", "H", "H", "H", "H", "H", "H", "H", "C", "O", "C", "C", "N", "C", "C", "O", "C", "H", "H", "H", "H", "H", "H", "H", "H", "H", "H", "H", "H", "H", "H", "H", "C", "O", "C", "C", "N", "C", "C", "O", "C", "H", "H", "H", "H", "H", "H", "H", "H", "H", "H", "H", "H", "H", "H", "H", "C", "O", "C", "C", "N", "C", "C", "O", "C", "H", "H", "H", "H", "H", "H", "H", "H", "H", "H", "H", "H", "H", "H", "H", "C", "O", "C", "C", "N", "C", "C", "O", "C", "H", "H", "H", "H", "H", "H", "H", "H", "H", "H", "H", "H", "H", "H", "H", "C", "O", "C", "C", "N", "C", "C", "O", "C", "H", "H", "H", "H", "H", "H", "H", "H", "H", "H", "H", "H", "H", "H", "H", "C", "O", "C", "C", "N", "C", "C", "O", "C", "H", "H", "H", "H", "H", "H", "H", "H", "H", "H", "H", "H", "H", "H", "H", "C", "O", "C", "C", "N", "C", "C", "O", "C", "H", "H", "H", "H", "H", "H", "H", "H", "H", "H", "H", "H", "H", "H", "H", "C", "O", "C", "C", "N", "C", "C", "O", "C", "H", "H", "H", "H", "H", "H", "H", "H", "H", "H", "H", "H", "H", "H", "H", "C", "C", "C", "O", "H", "H", "H", "H", "H", "H", "H", "H", "C", "C", "C", "O", "H", "H", "H", "H", "H", "H", "H", "H"], "xyz": [[-3.462436, 1.003183, 3.725691], [-3.456336, 0.267333, 2.546241], [-3.570326, 1.095523, 1.339151], [-3.608006, 0.237723, 0.083971], [-2.277736, -0.168037, -0.421149], [-1.622436, -1.076107, 0.538221], [-0.141786, -1.357957, 0.165971], [-0.069526, -1.934317, -1.159159], [1.023984, -2.851967, -1.280869], [-2.808666, 1.872983, 3.661301], [-3.277516, 0.518813, 4.684481], [-4.456916, 1.391773, 3.945041], [-2.750966, 1.814063, 1.318391], [-4.498196, 1.664293, 1.278611], [-3.997116, 0.855003, -0.725759], [-4.152616, -0.698387, 0.207141], [-2.192116, -0.504297, -1.369679], [-2.180236, -1.990847, 0.738731], [-1.567876, -0.589777, 1.512191], [0.269874, -1.956127, 0.978881], [0.455294, -0.449897, 0.249791], [1.032634, -3.725187, -0.628589], [1.952514, -2.387627, -0.948719], [1.258454, -3.088177, -2.318809], [3.350934, 2.109453, -3.552689], [3.671574, 2.553223, -2.239299], [3.119724, 3.883393, -2.030909], [3.863924, 4.951743, -2.787339], [5.283624, 4.727403, -2.592729], [6.245424, 5.297033, -3.594539], [6.342064, 4.557913, -4.934879], [5.226824, 5.052083, -5.760459], [5.054014, 4.271003, -6.859219], [2.308614, 2.350103, -3.761829], [3.304854, 1.022793, -3.624529], [3.823744, 2.512183, -4.448429], [3.002444, 4.153153, -0.981349], [2.099844, 3.949443, -2.409839], [3.590304, 5.897513, -2.319619], [3.606994, 4.922543, -3.846219], [5.515034, 3.782293, -2.321939], [7.231014, 5.165123, -3.148099], [5.977144, 6.342183, -3.748789], [6.368114, 3.482723, -4.757739], [7.258714, 4.828183, -5.459099], [4.170974, 4.632463, -7.386179], [4.840844, 3.239203, -6.579829], [5.809394, 4.325633, -7.643119], [0.770894, -5.171617, -9.491149], [2.078264, -4.560427, -9.675449], [2.637404, -3.959597, -8.525169], [4.120484, -3.823817, -8.679069], [4.797024, -5.136227, -8.790379], [6.128614, -5.192347, -9.344829], [6.149424, -4.702737, -10.821689], [6.815434, -5.700267, -11.642219], [6.856084, -5.291357, -13.013779], [0.347944, -5.594207, -10.402549], [0.070094, -4.616247, -8.867799], [0.889664, -6.102017, -8.935849], [2.390184, -4.557047, -7.647649], [2.253794, -2.945697, -8.411409], [4.413494, -3.253097, -7.797859], [4.305674, -3.177497, -9.537019], [4.186624, -5.439757, -9.535619], [6.609914, -6.169667, -9.308809], [6.838474, -4.621487, -8.746239], [6.440584, -3.653797, -10.877039], [5.132254, -4.833657, -11.190899], [7.385864, -6.047407, -13.593279], [7.382554, -4.339577, -12.942719], [5.890434, -5.103107, -13.483009], [-9.540756, -4.410927, 9.502761], [-8.285566, -4.186577, 9.934681], [-7.565956, -5.307177, 10.539921], [-7.080706, -6.347277, 9.487751], [-5.779226, -6.024637, 8.935601], [-5.750386, -4.831267, 8.129761], [-4.421556, -4.729697, 7.383321], [-4.054486, -5.941287, 6.540181], [-3.240436, -5.641597, 5.443381], [-9.483956, -4.958327, 8.561891], [-10.074196, -3.493037, 9.255771], [-10.231086, -4.914547, 10.179441], [-8.160756, -5.928237, 11.209681], [-6.708126, -4.921587, 11.090871], [-7.650846, -6.415547, 8.561251], [-7.020316, -7.364177, 9.875521], [-5.386396, -6.791397, 8.408471], [-6.044946, -3.872887, 8.557361], [-6.545696, -4.967487, 7.396931], [-3.632666, -4.714917, 8.135331], [-4.562446, -3.963117, 6.621341], [-3.046146, -6.612797, 4.988261], [-2.288666, -5.206187, 5.747741], [-3.833406, -4.968487, 4.824171], [15.532654, -2.714197, -6.095059], [14.737474, -1.997317, -5.091139], [14.367124, -2.809457, -4.025829], [13.093904, -3.684157, -4.199679], [11.941074, -3.019157, -4.622659], [11.298524, -2.318097, -3.515809], [9.931204, -1.686787, -4.011649], [9.537084, -0.492437, -3.352449], [9.233314, -0.625857, -2.001729], [16.583574, -2.596037, -5.831069], [15.383644, -2.178147, -7.032369], [15.190294, -3.721877, -6.330569], [14.327264, -2.261157, -3.084619], [15.188324, -3.491417, -3.805259], [13.074034, -4.199577, -3.239449], [13.367424, -4.401727, -4.973219], [12.145004, -2.240877, -5.233229], [11.958574, -1.516377, -3.184629], [10.996844, -3.046157, -2.762799], [9.207524, -2.500297, -3.960729], [9.966034, -1.445377, -5.074009], [9.987394, -1.135827, -1.402239], [8.242984, -0.927107, -1.660289], [9.161944, 0.414833, -1.685559], [11.811334, 4.825433, 5.542591], [10.673494, 5.719533, 5.695281], [10.420144, 6.708813, 4.681421], [9.319574, 6.159393, 3.688601], [9.831804, 5.110663, 2.811271], [8.687244, 4.391503, 2.174711], [8.014844, 3.346913, 3.159781], [6.913894, 2.679653, 2.650771], [6.259444, 1.685663, 3.533231], [12.071834, 4.270813, 6.444061], [12.633884, 5.378383, 5.088971], [11.585104, 3.964283, 4.913821], [11.300834, 7.180803, 4.245841], [9.962454, 7.495383, 5.281361], [8.995144, 6.976143, 3.043801], [8.491774, 5.809233, 4.305221], [10.283124, 4.466233, 3.444611], [9.099644, 4.083183, 1.213991], [7.970864, 5.150283, 1.859831], [7.429444, 3.939613, 3.862711], [8.747584, 2.672503, 3.602911], [6.270294, 2.120933, 4.532491], [6.866364, 0.800363, 3.343491], [5.229484, 1.488783, 3.235681], [-10.089886, 0.333543, 13.753321], [-9.684896, 1.008153, 12.562841], [-9.922526, 0.176023, 11.385351], [-9.372436, 0.998513, 10.197321], [-10.014616, 0.277793, 8.999401], [-9.300566, 0.704953, 7.795121], [-9.631446, -0.215547, 6.601721], [-8.972316, -1.449087, 6.748571], [-9.582066, -2.549987, 6.051211], [-9.494886, -0.572917, 13.864751], [-11.109736, -0.030037, 13.879101], [-9.899906, 0.899393, 14.665361], [-10.973836, -0.088127, 11.270951], [-9.301266, -0.719177, 11.413121], [-8.291456, 0.863433, 10.160501], [-9.597806, 2.062243, 10.273281], [-9.807126, -0.709177, 9.053771], [-8.229356, 0.663513, 7.992301], [-9.399876, 1.733553, 7.448421], [-9.115786, 0.108763, 5.697841], [-10.701956, -0.198067, 6.397261], [-9.227226, -3.462687, 6.529941], [-9.368986, -2.681777, 4.990391], [-10.641096, -2.527737, 6.308231], [-11.736236, 9.045023, -5.112879], [-10.669626, 8.226903, -5.587579], [-9.791146, 8.973043, -6.475949], [-8.668316, 8.035773, -6.969649], [-7.995986, 7.534033, -5.769819], [-7.087356, 6.415973, -6.113849], [-6.153906, 6.081183, -4.893199], [-4.851996, 5.711663, -5.320059], [-3.910766, 5.526023, -4.193759], [-12.527836, 9.243843, -5.835339], [-11.415436, 10.011963, -4.725289], [-12.223336, 8.624103, -4.233309], [-9.342236, 9.893253, -6.102069], [-10.345486, 9.217633, -7.382029], [-8.055636, 8.676713, -7.603629], [-9.017106, 7.212753, -7.593409], [-8.702916, 7.227433, -5.116869], [-6.520236, 6.945283, -6.879559], [-7.710256, 5.600043, -6.480379], [-6.621726, 5.282013, -4.318249], [-6.026916, 6.897393, -4.182009], [-3.914786, 4.438783, -4.116389], [-4.138096, 5.929333, -3.206959], [-2.897516, 5.872553, -4.397049], [6.948524, -10.732987, -5.893679], [5.657124, -10.336777, -5.429399], [5.692354, -9.233597, -4.573769], [4.273404, -8.650077, -4.303649], [3.344934, -9.723947, -3.902839], [1.939344, -9.460327, -4.282669], [1.293174, -8.293707, -3.592199], [-0.077556, -8.337447, -3.670099], [-0.794526, -7.268537, -3.066829], [7.474614, -9.938317, -6.422659], [6.815664, -11.612777, -6.523309], [7.603424, -10.961747, -5.052919], [6.284544, -8.393517, -4.936639], [6.222834, -9.578447, -3.686199], [4.030034, -8.165597, -5.249249], [4.348974, -7.925697, -3.492689], [3.765744, -10.466537, -4.442819], [1.282104, -10.303637, -4.070629], [1.877234, -9.281137, -5.356039], [1.635354, -7.355817, -4.029659], [1.522484, -8.168077, -2.534019], [-0.755836, -6.357347, -3.663769], [-0.444736, -7.100007, -2.048329], [-1.850596, -7.514047, -2.954829], [-4.735506, 6.020263, 9.683241], [-5.577526, 5.900203, 10.962661], [-4.765956, 6.236313, 12.160521], [-6.640666, 6.749393, 10.858491], [-5.222266, 5.402623, 8.928461], [-3.728196, 5.624183, 9.811831], [-4.585926, 7.029643, 9.299981], [-6.019836, 4.912223, 11.090521], [-3.852116, 5.662663, 12.315211], [-5.284056, 6.205433, 13.119011], [-4.454866, 7.280503, 12.191721], [-7.024806, 6.794843, 11.737111], [-9.502426, 6.153523, 0.923671], [-11.044876, 6.237383, 0.672511], [-11.325296, 6.012103, -0.839989], [-11.647676, 5.245163, 1.540081], [-9.070456, 5.205853, 0.602071], [-9.143366, 6.438633, 1.912551], [-9.075516, 6.892093, 0.245171], [-11.360826, 7.236573, 0.972321], [-10.977866, 5.031803, -1.166189], [-10.844546, 6.705763, -1.529789], [-12.402676, 6.086793, -0.987519], [-12.538806, 5.572943, 1.681681]], "forces_ev_per_angstrom": [[-0.88, 1.54, 0.57], [-0.07, -0.12, -1.13], [-0.06, -0.94, 0.59], [1.71, -0.56, -1.28], [0.93, 0.16, 1.81], [1.29, 0.73, -0.65], [-1.28, 0.05, -0.12], [0.65, -0.82, 1.02], [1.02, 1.04, 0.25], [0.29, 0.09, 0.02], [0.71, -1.04, -0.62], [-0.44, 0.38, -0.38], [0.22, -0.05, -0.10], [-0.29, 0.05, 0.78], [-0.57, -0.10, 0.15], [-0.88, 0.30, 0.37], [-0.56, -0.08, 0.08], [-0.09, -0.43, -0.33], [-0.10, 0.19, -0.05], [0.04, -0.86, -0.30], [-0.10, 0.37, -0.57], [-0.99, -0.36, -0.16], [0.21, 0.63, 0.08], [-0.76, -0.20, -0.03], [-1.73, -0.46, -0.14], [-0.46, 0.99, -0.46], [-0.57, -0.29, -0.41], [1.14, -0.53, 0.18], [1.27, 1.01, -0.71], [-0.73, -1.51, 0.82], [-1.06, 1.85, -0.09], [1.54, -0.30, 1.96], [-1.43, -0.56, -1.69], [-0.43, 0.25, 0.16], [0.77, -0.06, 0.39], [1.05, 0.33, 0.48], [0.75, -0.65, 0.22], [-0.33, -0.51, -0.08], [-0.21, 0.30, -0.36], [-0.22, 0.22, -0.08], [-0.17, -0.02, -0.25], [0.11, 0.53, 0.17], [0.32, 0.01, -0.05], [-0.53, -0.22, -0.27], [0.24, 0.03, -0.01], [-0.30, 0.03, 0.10], [0.23, -0.36, -0.14], [0.76, -0.11, 0.28], [1.20, -0.97, 0.85], [-1.32, -0.49, -0.68], [-0.51, -0.35, -0.12], [1.05, 0.34, 0.53], [-1.41, 0.26, 0.10], [1.04, 1.05, -0.76], [-0.74, -2.20, 0.15], [0.15, 0.75, 0.11], [0.54, 0.45, 1.09], [0.15, 1.07, -0.43], [-0.01, 0.64, -0.52], [0.42, -0.17, 0.50], [0.03, -0.04, 0.24], [-0.31, 0.12, 0.18], [0.48, -0.09, 0.14], [0.11, 0.14, -0.30], [-0.02, -1.41, -0.10], [-0.75, -0.44, -0.10], [-0.22, 0.49, 0.15], [0.61, -0.10, -0.65], [-0.49, 0.83, 0.16], [0.10, 0.15, 0.17], [0.30, 0.11, -0.96], [-0.39, -0.17, 0.27], [-1.95, -0.61, -1.48], [2.77, -0.01, 2.25], [-0.57, -0.79, -1.67], [0.93, 0.45, -0.95], [1.39, 0.65, 1.76], [-0.19, -1.38, -1.81], [0.01, -1.72, -1.14], [-1.54, 0.60, 2.36], [-0.51, -0.10, 0.50], [-0.47, -0.44, -0.20], [0.45, 0.46, 0.08], [0.25, -0.43, 0.43], [-0.64, 0.64, 0.35], [-0.12, 0.20, -0.22], [-1.53, 0.14, 0.37], [-0.11, 0.14, 0.41], [-0.07, 0.02, -0.08], [0.55, -0.17, 0.82], [-0.34, 0.20, -0.82], [0.27, 0.93, -0.31], [0.72, 0.69, 0.53], [-0.01, 0.25, -0.40], [0.13, 0.27, -0.08], [0.53, 0.09, -0.70], [-0.84, 1.57, 0.09], [0.18, -0.44, -1.37], [0.28, -1.01, 1.09], [3.27, -0.14, -0.73], [-2.39, 1.02, 0.58], [-1.68, 0.64, -0.71], [0.89, -0.44, -0.10], [-0.06, -1.20, -0.71], [-0.10, 1.69, 1.20], [0.02, -0.59, 0.10], [0.02, 0.23, 0.06], [0.16, -0.19, 0.66], [-0.34, 0.78, -0.24], [0.20, -0.48, -0.06], [-0.88, -0.19, -0.06], [-0.06, -0.45, 0.05], [0.60, -0.36, -0.73], [-0.14, 0.07, 0.76], [0.62, 0.16, 0.39], [-0.49, 0.12, 0.34], [0.36, 0.20, 0.00], [0.15, -0.10, -0.13], [-0.36, -1.06, -0.89], [0.57, 0.16, 0.43], [-0.95, 0.34, -0.83], [1.24, -0.88, 0.16], [-1.62, -0.83, 0.39], [1.61, 0.98, 0.42], [-0.96, -0.27, 0.56], [0.50, -0.02, 0.10], [-0.65, 1.56, -0.12], [-1.95, -1.94, -1.93], [1.69, 1.51, -1.28], [-0.04, 1.03, 0.61], [0.26, -0.16, 0.29], [-0.26, 0.13, -0.70], [0.28, -0.61, -0.34], [-0.23, 0.20, -0.23], [-0.21, 0.18, 0.12], [-0.14, 0.16, 0.14], [0.28, -0.38, -0.18], [-0.29, -1.13, 0.16], [-0.31, -0.03, 0.33], [1.46, 0.64, 1.27], [0.24, 0.02, 0.16], [0.11, -0.55, 0.31], [-0.21, -0.34, 0.92], [0.18, 0.38, -0.34], [0.89, -0.65, 0.45], [-1.24, -1.16, 0.14], [1.31, 2.04, 0.54], [-1.54, -2.61, -0.49], [0.81, 2.53, 0.18], [0.38, -0.99, -1.01], [1.56, 1.20, -0.61], [-0.63, -1.86, 0.41], [0.00, -0.09, 1.62], [0.28, -0.24, -0.02], [-0.53, 0.42, -0.89], [0.23, 0.59, -0.42], [-0.05, 0.19, 0.02], [-0.14, -0.36, 0.41], [0.19, 0.19, 0.03], [-0.39, -0.20, -0.30], [0.11, -0.25, 0.41], [0.46, -0.35, -0.21], [-0.93, 0.19, 0.46], [-0.46, 1.28, -0.23], [-0.21, -0.69, 0.26], [0.32, 0.04, 0.07], [-0.07, 0.74, -0.17], [-0.29, 0.00, -0.65], [-0.10, 0.21, 0.59], [0.27, 1.51, -0.09], [-0.40, -1.75, -1.25], [-0.71, 0.50, 1.62], [0.50, -0.07, -0.15], [0.35, 2.00, 1.26], [-0.33, -0.17, -0.50], [0.97, 0.68, 1.03], [-0.73, -1.26, -1.09], [0.15, -0.19, -0.45], [0.52, 0.23, -0.30], [0.19, -0.71, -0.16], [-0.24, -0.12, 0.75], [-0.38, 0.36, -0.01], [0.57, -0.15, 0.14], [-0.48, -0.06, -0.17], [-0.22, 0.03, 0.01], [0.58, -1.05, -0.35], [0.61, -0.50, -0.19], [-0.02, -0.43, 0.11], [-0.50, 0.55, -0.33], [0.50, -0.07, 0.50], [-0.86, 0.38, -0.25], [-0.23, 0.08, -0.69], [-0.36, 0.14, 0.49], [0.05, -0.07, -1.16], [-0.12, 0.53, 1.14], [0.82, -0.91, 0.28], [0.21, 0.80, -0.18], [0.26, -0.62, -0.28], [0.96, 1.83, 0.98], [-2.35, -0.62, -0.62], [0.29, -0.38, 0.03], [-0.29, 0.19, -0.37], [0.04, 0.17, 0.06], [-0.02, -0.33, 0.27], [0.19, 0.03, -0.55], [-0.23, 0.17, 0.65], [-0.56, 0.25, -0.10], [0.10, 0.30, -0.21], [-0.96, -0.86, -0.01], [0.38, -0.37, 0.09], [-0.15, 0.05, -0.32], [0.30, 0.33, -0.34], [0.70, -0.56, 0.37], [0.33, 0.18, 0.01], [0.33, 0.26, 0.09], [0.09, -0.45, -0.34], [-0.14, -0.92, -0.11], [1.56, -0.69, -0.37], [1.10, 0.80, 1.77], [-1.78, 1.72, -0.20], [0.09, 0.24, -0.32], [-0.06, -0.23, 0.22], [-0.48, 0.14, 0.31], [0.58, -0.64, -0.27], [-0.09, -0.29, -0.31], [-0.57, -0.60, 0.01], [0.16, 0.24, -0.71], [-0.38, 0.21, -0.02], [-0.58, 0.74, -0.91], [2.16, -0.79, 0.09], [-0.40, -0.24, 0.75], [-0.07, 0.87, -0.89], [-0.26, -0.20, 0.26], [-0.43, -0.29, 0.15], [0.20, 0.14, -0.08], [-0.22, 0.05, 0.00], [-0.17, -0.20, 0.26], [0.07, 0.40, 0.42], [-0.06, -0.14, -0.24], [-0.25, -0.33, 0.19]], "mulliken_charge": [-0.81, -0.27, -0.64, -0.68, -0.37, -0.34, -0.63, -0.32, -0.87, 0.31, 0.27, 0.32, 0.37, 0.47, 0.43, 0.34, 0.24, 0.29, 0.23, 0.39, 0.30, 0.35, 0.35, 0.28, -0.70, -0.36, -0.61, -0.35, -0.29, -0.91, -0.38, -0.33, -0.77, 0.35, 0.35, 0.15, 0.36, 0.32, 0.33, 0.22, 0.27, 0.39, 0.35, 0.32, 0.46, 0.25, 0.27, 0.31, -0.84, -0.34, -0.58, -0.50, -0.39, -0.68, -0.40, -0.36, -0.71, 0.29, 0.33, 0.33, 0.35, 0.37, 0.41, 0.30, 0.25, 0.30, 0.35, 0.38, 0.32, 0.24, 0.32, 0.28, -0.70, -0.19, -0.69, -0.55, -0.41, -0.41, -0.67, -0.34, -0.68, 0.26, 0.14, 0.34, 0.39, 0.35, 0.39, 0.37, 0.27, 0.36, 0.25, 0.32, 0.41, 0.23, 0.27, 0.30, -0.72, -0.38, -0.65, -0.68, -0.31, -0.64, -0.54, -0.32, -0.70, 0.28, 0.28, 0.31, 0.44, 0.42, 0.32, 0.42, 0.30, 0.32, 0.35, 0.30, 0.36, 0.30, 0.30, 0.23, -0.65, -0.34, -0.69, -0.24, -0.36, -0.71, -0.20, -0.37, -0.70, 0.27, 0.31, 0.21, 0.39, 0.32, 0.36, 0.22, 0.14, 0.33, 0.36, 0.24, 0.29, 0.32, 0.28, 0.22, -0.80, -0.31, -0.47, -0.50, -0.43, -0.55, -0.85, -0.23, -0.60, 0.31, 0.31, 0.28, 0.40, 0.24, 0.29, 0.36, 0.24, 0.33, 0.42, 0.43, 0.42, 0.02, 0.32, 0.36, -0.81, -0.30, -0.59, -0.65, -0.36, -0.54, -0.50, -0.35, -0.74, 0.30, 0.34, 0.25, 0.37, 0.39, 0.34, 0.38, 0.24, 0.35, 0.33, 0.29, 0.40, 0.27, 0.32, 0.26, -0.72, -0.34, -0.69, -0.50, -0.46, -0.56, -0.43, -0.36, -0.73, 0.28, 0.24, 0.31, 0.42, 0.39, 0.32, 0.27, 0.32, 0.40, 0.31, 0.32, 0.36, 0.28, 0.30, 0.27, -1.25, 0.73, -1.47, -0.56, 0.30, 0.34, 0.34, 0.14, 0.35, 0.39, 0.38, 0.31, -1.31, 0.46, -1.13, -0.54, 0.33, 0.33, 0.36, 0.25, 0.31, 0.32, 0.29, 0.32], "total_energy_ha": -4373.4659, "lumo_ev": 0.34, "molar_mass_g_mol": 1318.9, "gap_ev": 8.5, "e_above_lowest_kj_mol": 664.54}